Density functional theory data (ωB97M-V/def2-TZVPD) for a 8-piece molecular cluster, C36H58B2F9N8O9PS3 overall in a non-equilibrium geometry.

Cartesian coordinates (Å):
C1 4.770866 0.501647 3.944014
C2 5.222414 1.909178 3.235618
N1 6.530136 1.858321 2.477737
C3 6.852634 3.336487 2.188430
C4 8.178389 3.535969 1.241607
C5 6.385895 1.148955 1.129810
S1 7.357072 -0.226551 0.885780
S2 5.191221 1.907728 -0.096229
C6 5.022809 0.886664 -1.658331
C7 4.425601 -0.627726 -1.441045
C8 3.040107 -0.703968 -0.550137
C9 1.725862 -1.261514 -1.379818
B1 1.510562 -0.231777 -2.640067
C10 0.876703 -0.560918 -4.113498
O1 1.892353 1.205738 -2.401776
C11 0.377630 -1.487922 -0.435442
B2 -0.171242 -0.131305 0.310310
O2 -1.318329 -0.333344 1.265896
O3 0.343977 1.238837 0.209845
P1 0.847185 -2.645873 1.067514
O4 1.511496 -1.482465 2.237765
O5 -0.565720 -3.244214 1.883793
C12 -0.865027 -2.231803 -1.224554
C13 -1.887177 -1.246240 -2.031382
C14 -3.336831 -0.983523 -1.245521
O6 -4.246407 -0.451680 -2.314841
C15 -5.252762 0.446827 -1.722739
C16 -5.045254 2.039984 -2.074211
F1 -6.293949 2.730929 -1.578054
F2 -4.968221 2.124622 -3.573676
C17 -3.791426 2.759941 -1.302449
F3 -3.642374 2.329408 0.138219
F4 -2.493656 2.468574 -2.019305
C18 -3.897756 4.416265 -1.238880
F5 -2.567830 5.052622 -0.910921
F6 -4.798949 4.824950 -0.097539
C19 -4.453274 5.102692 -2.619753
F7 -3.596329 4.836153 -3.798601
F8 -4.415347 6.591007 -2.389742
C20 -0.370119 -3.405895 -2.295281
C21 -1.481250 -4.650132 -2.427203
C22 -1.280071 -5.476910 -3.837016
F9 -2.871149 -4.240893 -2.146639
O7 0.883784 -4.072736 -1.912976
S3 2.221670 -3.026575 -1.921197
O8 3.286717 -3.657554 -0.941353
O9 2.858145 -3.083676 -3.326931
H1 4.830030 -0.442341 3.251583
H2 5.331124 0.361683 4.984963
H3 3.621383 0.632774 4.238608
H4 5.385814 2.689637 4.123480
H5 4.306511 2.306920 2.625680
H6 5.907023 3.944846 1.825406
H7 7.128977 3.799815 3.252979
H8 9.141804 3.065491 1.765231
H9 8.040893 3.181622 0.131454
H10 8.393037 4.707679 1.180357
H11 4.475987 1.511772 -2.499667
H12 6.134438 0.735978 -2.068705
H13 4.361603 -1.125921 -2.496824
H14 5.285797 -1.224788 -0.865043
H15 2.770226 0.342772 -0.102435
H16 3.329927 -1.386652 0.385692
H17 -0.281155 -0.328029 -4.218265
H18 1.041593 -1.645601 -4.513499
H19 1.408183 0.171583 -4.892010
H20 2.371649 1.479873 -3.239217
H21 -1.230083 0.436009 1.932009
H22 1.029631 1.351946 0.955335
H23 1.478973 -1.962494 3.134680
H24 -0.419143 -4.252672 1.941841
H25 -1.564102 -2.829169 -0.460870
H26 -1.462470 -0.223028 -2.385294
H27 -2.198704 -1.832566 -3.024144
H28 -3.768204 -1.946422 -0.739564
H29 -3.278886 -0.136695 -0.440580
H30 -5.410424 0.304068 -0.561483
H31 -6.294720 0.139494 -2.217491
H32 -5.600799 4.857375 -2.825032
H33 -0.231813 -3.010842 -3.390184
H34 -1.175022 -5.411766 -1.560440
H35 -0.148488 -5.852984 -3.875813
H36 -1.931365 -6.466892 -3.891174
H37 -1.413579 -4.781329 -4.778792
C23 7.968766 1.528717 7.453660
C24 7.786829 2.207972 6.106154
N2 7.635814 2.771580 4.988256
H38 7.115717 0.876698 7.660711
H39 8.882708 0.928430 7.448126
H40 8.041848 2.281215 8.243602
C25 -7.501485 -2.062130 -4.552566
C26 -8.055206 -2.440642 -3.188607
N3 -8.514696 -2.754689 -2.057060
H41 -7.816229 -1.048202 -4.814440
H42 -6.408901 -2.102632 -4.535640
H43 -7.871801 -2.757094 -5.311178
C27 10.978540 4.530394 7.046208
C28 10.424818 4.151882 8.410167
N4 9.965328 3.837835 9.541714
H44 10.663795 5.544322 6.784334
H45 12.071123 4.489892 7.063134
H46 10.608223 3.835430 6.287596
C29 -8.693687 -1.571637 -8.465959
C30 -7.894223 -2.618581 -7.707652
N5 -7.231051 -3.487220 -7.078506
H47 -9.167850 -0.882415 -7.761805
H48 -8.032879 -1.005475 -9.128122
H49 -9.468484 -2.056680 -9.065979
C31 -4.020350 6.709970 2.248593
C32 -3.012088 7.042110 3.336413
N6 -2.175566 7.317558 4.238918
H50 -4.922881 6.283041 2.694531
H51 -4.289011 7.616836 1.699884
H52 -3.591008 5.985746 1.550907
C33 -8.747475 -5.124549 0.058322
C34 -7.948011 -6.171492 0.816630
N7 -7.284840 -7.040131 1.445776
H53 -9.221639 -4.435326 0.762477
H54 -8.086667 -4.558386 -0.603840
H55 -9.522272 -5.609591 -0.541697
C35 -2.105528 -4.388438 4.849692
C36 -0.720753 -3.830382 5.134709
N8 0.428101 -3.367428 5.371277
H56 -2.868954 -3.697614 5.217976
H57 -2.238164 -4.524606 3.772876
H58 -2.228336 -5.353737 5.348407

Force components x, y, z for each atom (eV/Å):
C -0.82 0.52 0.61
C -1.11 -0.18 1.75
N -1.82 1.33 -2.51
C 1.10 1.29 0.78
C 0.11 0.99 0.35
C 1.02 -1.41 0.42
S -1.96 2.46 0.07
S 0.46 -0.62 0.59
C 1.65 -1.52 -1.17
C 0.83 0.23 0.27
C 0.88 -0.54 1.01
C -0.08 -0.09 1.67
B -0.26 2.33 -0.62
C 0.05 0.18 -1.48
O 0.44 -3.51 -1.71
C -1.11 0.73 -0.13
B -1.51 1.20 1.77
O 3.15 1.96 -0.95
O 0.76 -2.75 1.88
P 0.91 -0.44 1.80
O -1.73 -2.13 -0.19
O 1.29 -0.71 -0.94
C -0.86 -0.98 -0.28
C -1.39 -0.66 -0.47
C 1.01 0.72 -0.12
O -0.64 1.15 2.54
C -1.43 -0.65 -0.47
C -1.34 -1.42 -0.43
F 3.62 -1.57 -1.71
F -0.13 0.54 4.74
C 2.77 0.84 0.78
F -0.68 0.90 -4.85
F -4.33 0.63 2.38
C 1.14 1.87 1.60
F -4.23 -2.40 -1.03
F 2.57 -1.45 -3.79
C 0.08 2.43 -0.76
F -2.52 0.58 3.87
F 0.09 -4.29 -0.63
C -1.44 0.25 -1.01
C 1.36 -1.48 0.75
C 0.55 0.06 0.11
F 2.77 -0.46 -0.88
O 0.07 2.33 0.34
S 6.81 -3.83 -1.12
O -4.85 2.58 -2.85
O -3.13 1.00 3.77
H 0.16 1.88 1.37
H -0.95 0.06 -2.50
H 2.43 -0.29 -0.68
H -0.29 -1.72 -2.06
H 1.77 -0.67 0.72
H 1.84 -1.31 0.27
H -0.69 -1.12 -2.63
H -2.29 0.77 -1.29
H 0.30 0.42 2.29
H -0.55 -2.48 0.17
H 0.93 -1.03 2.26
H -2.36 0.30 0.89
H -0.16 0.88 1.92
H -2.09 1.33 -1.24
H 0.42 -1.94 -1.19
H -1.07 1.31 -2.18
H 2.40 -0.36 0.43
H -0.20 2.00 0.85
H -1.16 -1.54 1.52
H -1.27 -0.16 1.26
H -0.45 -1.65 -1.65
H -1.40 -0.05 -1.67
H 0.05 0.95 -1.75
H -0.11 2.36 -0.29
H 1.78 1.44 -1.34
H -0.59 -1.79 0.92
H 0.57 1.34 2.10
H 0.79 1.65 -1.22
H 0.35 -1.80 -1.36
H 0.63 0.48 -2.32
H 2.23 1.00 0.97
H 2.82 0.31 0.25
H -0.24 -0.33 2.13
H -0.90 1.74 -1.72
H -2.39 0.99 0.33
H 1.13 2.41 0.15
H -0.04 -1.45 1.93
C -0.20 0.54 -1.08
C -0.97 3.69 -7.27
N 1.52 -4.56 9.54
H 0.10 0.12 -0.17
H -0.14 0.14 -0.10
H 0.02 -0.04 -0.21
C -0.60 -0.34 1.44
C -2.95 -1.96 7.45
N 3.65 2.60 -9.06
H -0.02 -0.10 0.17
H -0.18 -0.07 0.09
H 0.09 0.18 0.61
C -0.43 -0.30 1.10
C -3.01 -2.05 7.44
N 3.64 2.47 -9.08
H -0.02 -0.18 0.14
H -0.19 -0.03 0.12
H -0.03 0.07 0.19
C 0.66 -0.87 0.62
C 4.40 -5.80 3.82
N -5.27 6.84 -5.48
H 0.12 -0.17 -0.03
H -0.02 -0.17 0.16
H 0.18 -0.03 0.16
C 0.90 0.26 0.90
C 5.53 1.84 6.00
N -6.72 -2.22 -7.24
H 0.20 0.08 0.02
H 0.12 -0.10 0.15
H 0.01 0.19 0.23
C 0.77 -0.92 0.65
C 4.33 -5.77 4.19
N -5.28 6.95 -5.02
H 0.14 -0.16 -0.06
H -0.13 -0.18 0.20
H 0.18 0.00 0.13
C 1.15 0.43 0.26
C 7.59 3.09 1.53
N -9.17 -3.68 -1.97
H 0.23 -0.05 -0.05
H 0.12 0.13 0.17
H 0.13 0.18 -0.03

Computed properties:
Frontier orbital gap, eV: 7.94
LUMO level, eV: -0.4
Total energy, eV: -136207.5199
HOMO, eV: -8.32
Maximum force, eV/A: 10.7
SMILES: CCN(CC)C(=S)SCCC[C@]1(B(C)O)[C@](B(O)O)(P(O)O)[C@@H](CCOCC(F)(F)C(F)(F)C(F)(F)C(F)F)[C@H]([C@H](C)F)OS1(=O)=O.CC#N.CC#N.CC#N.CC#N.CC#N.CC#N.CC#N
Net charge: 0